(1)
Formula: C3H10NO
Source: the OMol25 dataset
Level of theory: ωB97M-V with the def2-TZVPD basis set

Last columns: bonded neighbours and bond lengths (Å).
CARTESIAN COORDINATES (ANGSTROEM)
1 C -1.060 -0.301 1.241  C2 1.501, H6 1.146, H7 1.092, H8 1.103
2 C -0.235 -0.224 -0.010  C1 1.501, N3 1.542, C4 1.514, H9 1.162
3 N -0.773 0.891 -0.929  C2 1.542, H10 1.074, H11 0.995, H12 1.031
4 C 1.271 -0.203 0.153  C2 1.514, O5 1.468, H13 1.157, H14 1.062
5 O 1.812 -0.320 -1.206  C4 1.468, H15 1.031
6 H -0.764 -1.152 1.948  C1 1.146
7 H -2.130 -0.503 1.146  C1 1.092
8 H -1.115 0.563 1.923  C1 1.103
9 H -0.431 -1.207 -0.598  C2 1.162
10 H -0.046 1.663 -1.096  N3 1.074
11 H -0.905 0.694 -1.895  N3 0.995
12 H -1.608 1.371 -0.560  N3 1.031
13 H 1.733 -1.128 0.672  C4 1.157
14 H 1.591 0.764 0.454  C4 1.062
15 H 2.660 -0.906 -1.242  O5 1.031

As for the electronic energy: -250.008875 hartree. For the frontier orbital gap, the calculation gives 11.3 eV. As for the lowest unoccupied orbital energy: -3.6 eV. Its net charge is +1. Its SMILES is C[C@@H]([NH3+])CO.



(2)
Formula: C3H10NO
Source: the OMol25 dataset
Level of theory: ωB97M-V with the def2-TZVPD basis set

Last columns: bonded neighbours and bond lengths (Å).
CARTESIAN COORDINATES (ANGSTROEM)
1 C -0.027 1.388 -2.110  C2 1.616, H5 1.077, H6 1.067, H7 1.053
2 C -0.588 0.577 -0.830  C1 1.616, N4 1.524, H8 1.139, H9 1.124
3 C 1.421 -0.301 0.370  N4 1.316, H10 1.111, H11 1.085
4 N 0.406 -0.511 -0.441  C2 1.524, C3 1.316, H12 1.031
5 H 0.120 0.574 -2.800  C1 1.077
6 H 0.785 1.980 -1.751  C1 1.067
7 H -0.828 2.011 -2.389  C1 1.053
8 H -1.572 0.130 -1.189  C2 1.139
9 H -0.888 1.228 0.035  C2 1.124
10 H 1.773 -1.166 0.973  C3 1.111
11 H 1.766 0.707 0.577  C3 1.085
12 H 0.011 -1.460 -0.357  N4 1.031
13 H -0.428 -0.926 3.315  O15 0.992
14 H -1.492 -1.695 2.679  O15 0.989
15 O -0.866 -0.973 2.426  H13 0.992, H14 0.989

As for the electronic energy: -249.997063 hartree. For the frontier orbital gap, the calculation gives 10.3 eV. As for the lowest unoccupied orbital energy: -5.4 eV. Its net charge is +1.



(3)
Formula: C3H10NO
Source: the OMol25 dataset
Level of theory: ωB97M-V with the def2-TZVPD basis set

Last columns: bonded neighbours and bond lengths (Å).
CARTESIAN COORDINATES (ANGSTROEM)
1 C 0.720 1.924 -4.017  N2 1.514, H3 1.087, H4 1.083, H5 1.085
2 N 0.194 0.925 -5.025  C1 1.514, H6 1.014, H7 1.010, H8 1.009
3 H 1.523 1.455 -3.454  C1 1.087
4 H 1.063 2.803 -4.548  C1 1.083
5 H -0.068 2.139 -3.303  C1 1.085
6 H -0.537 0.364 -4.602  N2 1.014
7 H 0.938 0.361 -5.408  N2 1.010
8 H -0.330 1.394 -5.750  N2 1.009
9 O 0.284 -1.646 3.529  C10 1.208
10 C 0.096 -1.259 4.657  O9 1.208, C11 1.513, H12 1.103
11 C -0.971 -1.836 5.561  C10 1.513, H13 1.097, H14 1.087, H15 1.088
12 H 0.751 -0.461 5.047  C10 1.103
13 H -0.944 -2.907 5.323  C11 1.097
14 H -1.998 -1.530 5.376  C11 1.087
15 H -0.722 -1.725 6.614  C11 1.088

As for the electronic energy: -250.011684 hartree. For the frontier orbital gap, the calculation gives 7.3 eV. As for the lowest unoccupied orbital energy: -4.1 eV. Its net charge is +1.



(4)
Formula: C3H10NO2
Source: the OMol25 dataset
Level of theory: ωB97M-V with the def2-TZVPD basis set

Last columns: bonded neighbours and bond lengths (Å).
CARTESIAN COORDINATES (ANGSTROEM)
1 C -1.182 -1.096 0.343  N2 1.450, H6 1.097, H7 1.097, H8 1.076
2 N -0.003 -0.728 -0.417  C1 1.450, C3 1.509, H9 1.020
3 C 0.502 0.637 -0.017  N2 1.509, C4 1.552, H10 1.088, H11 1.096
4 C 0.255 1.628 -1.186  C3 1.552, O5 1.328, H12 1.138, H13 1.130
5 O -0.894 1.444 -1.825  C4 1.328
6 H -1.623 -2.017 -0.057  C1 1.097
7 H -1.968 -0.336 0.254  C1 1.097
8 H -0.842 -1.307 1.342  C1 1.076
9 H -0.261 -0.541 -1.387  N2 1.020
10 H 1.561 0.561 0.222  C3 1.088
11 H -0.174 0.965 0.781  C3 1.096
12 H 1.168 1.545 -1.861  C4 1.138
13 H 0.446 2.639 -0.720  C4 1.130
14 H 0.655 -0.820 2.310  O16 0.949
15 H 1.570 -1.819 1.776  O16 0.965
16 O 1.150 -1.571 2.609  H14 0.949, H15 0.965

As for the electronic energy: -325.506859 hartree. For the frontier orbital gap, the calculation gives 6.7 eV. As for the lowest unoccupied orbital energy: 4.1 eV. Its net charge is -1.